C5H12N2 in the gas phase in a non-equilibrium geometry. Source: the OMol25 dataset; level of theory: wB97M-V/def2-TZVPD.

Computed properties:
energy above the lowest of the compared OMol25 structures with the same formula, charge and spin	68.9	kcal/mol
Kohn-Sham gap	9.380	eV
LUMO level	1.2	eV
SMILES	C[C@H](N)C/C=C/N
energy	-307.11958	hartree
net charge	0

Geometry as XYZ:
```
19
Properties=species:S:1:pos:R:3:lowdin_charge:R:1
C -0.42926 1.66635 -1.51926 -0.10
C 0.15353 1.09029 -0.24614 -0.38
N 1.38837 1.77505 0.32949 0.04
C 0.79599 -0.37710 -0.55775 -0.15
C -0.02331 -1.50397 0.12855 -0.08
C -0.90046 -1.31717 1.15367 -0.17
N -1.34543 -2.55748 1.77477 -0.03
H -0.00552 1.42571 -2.47384 0.05
H -0.36791 2.83760 -1.49181 0.10
H -1.49322 1.43853 -1.65166 0.07
H -0.64806 1.12681 0.54843 0.12
H 0.95981 2.56036 0.65096 0.02
H 2.17402 1.80452 -0.21094 0.03
H 1.12432 -0.58121 -1.64600 0.12
H 1.78179 -0.15762 -0.17619 0.07
H 0.11160 -2.49458 -0.18900 0.07
H -1.06008 -0.50943 1.85755 0.10
H -0.82696 -2.84393 2.56726 0.05
H -1.38920 -3.38274 1.15190 0.07
```

A molecular structure, C27H23N3OS4Ti. Source: the OMol25 dataset; level of theory: wB97M-V/def2-TZVPD.

Computed properties:
energy above the lowest of the compared OMol25 structures with the same formula, charge and spin	0.0	kcal/mol
Kohn-Sham gap	5.387	eV
LUMO level	4.5	eV
energy	-3724.58653	hartree
net charge	-2

Geometry as XYZ:
```
59
Properties=species:S:1:pos:R:3:lowdin_charge:R:1
Ti -0.11078 -0.32273 -1.36683 0.41
C -1.78849 -0.65367 1.42207 -0.10
C -0.81923 0.18543 0.61698 -0.50
N 0.47741 -0.28559 0.53743 -0.20
N 1.55209 0.49384 0.94811 -0.05
C 2.52989 0.41738 0.13085 -1.12
S 2.48872 -0.43656 -1.39105 0.50
S 4.01414 1.30580 0.54209 0.83
C 3.34596 2.46908 1.76828 -0.45
C 3.22687 1.97821 3.18538 -0.28
C 4.35681 1.62917 3.91870 -0.07
C 4.24872 1.20565 5.23576 -0.12
C 3.00099 1.12686 5.83881 -0.13
C 1.86814 1.47292 5.11246 -0.09
C 1.97858 1.89237 3.79612 -0.04
C -1.00150 1.65480 0.68225 -0.15
C -1.62853 2.36509 1.69270 -0.06
C -1.66237 3.76135 1.67229 -0.15
C -1.06071 4.44243 0.62396 -0.14
C -0.44722 3.75477 -0.41748 -0.03
C -0.43153 2.35478 -0.41351 -0.36
O 0.06121 1.63870 -1.39350 -0.22
H -1.62200 -0.53593 2.50317 0.06
H -1.66430 -1.71213 1.18366 0.05
H -2.82380 -0.38191 1.19935 0.06
H 2.37023 2.79258 1.40277 0.07
H 4.02593 3.32451 1.73663 0.07
H 5.32926 1.66924 3.43994 0.10
H 5.13939 0.92943 5.78905 0.09
H 2.91026 0.78583 6.86378 0.08
H 0.88647 1.39687 5.56502 0.09
H 1.09220 2.12197 3.21626 0.11
H -2.08860 1.82861 2.51675 0.09
H -2.15246 4.30882 2.47029 0.07
H -1.08310 5.52798 0.60603 0.08
H 0.00075 4.27591 -1.25522 0.10
S 0.05072 -0.64863 -3.86599 0.54
C -1.59115 -0.86289 -4.43873 -0.72
C -1.82238 -1.14205 -5.79099 -0.16
C -3.10180 -1.32501 -6.29488 -0.15
C -4.19395 -1.23285 -5.44038 -0.15
C -3.98464 -0.95901 -4.09630 -0.16
C -2.70270 -0.77028 -3.57113 -0.70
S -2.51504 -0.42033 -1.85838 0.64
H -0.96331 -1.21123 -6.44882 0.08
H -3.24396 -1.53859 -7.34946 0.08
H -5.20227 -1.37273 -5.81637 0.07
H -4.82734 -0.88289 -3.41800 0.08
C 0.04387 -5.40529 -1.00282 -0.09
C 0.78411 -4.60977 -0.14213 -0.07
C 0.66220 -3.23355 -0.23377 -0.13
N -0.14646 -2.64493 -1.11735 -0.01
C -0.86067 -3.40947 -1.94655 -0.13
C -0.79484 -4.79192 -1.92096 -0.06
H 0.11978 -6.48572 -0.96008 0.09
H 1.45490 -5.04054 0.58941 0.09
H 1.20584 -2.54604 0.40242 0.09
H -1.49917 -2.88045 -2.64197 0.07
H -1.39115 -5.36770 -2.61614 0.10
```

A molecular structure, C43H42BN2O3PS2Ti in a non-equilibrium geometry. Source: the OMol25 dataset; level of theory: wB97M-V/def2-TZVPD.

Computed properties:
spin multiplicity	3
energy above the lowest of the compared OMol25 structures with the same formula, charge and spin	32.3	kcal/mol
Kohn-Sham gap (alpha / beta)	4.002 / 5.251	eV
LUMO level (alpha / beta)	3.8 / 3.8	eV
energy	-4011.16435	hartree
net charge	-2
⟨S²⟩	2.0090

Geometry as XYZ:
```
95
Properties=species:S:1:pos:R:3:lowdin_charge:R:1
Ti 0.50072 1.20639 -1.74011 0.37
S 1.15984 3.43950 -0.58330 0.58
C 0.26071 4.40853 -1.72737 -0.69
C -0.45130 5.52933 -1.27530 -0.08
C -1.13936 6.37446 -2.13098 -0.22
C -1.83660 7.53447 -1.58862 -0.20
N -2.38239 8.44725 -1.14894 0.11
C -1.14716 6.09783 -3.49334 -0.23
C -0.47093 4.98642 -3.96643 -0.08
C 0.23744 4.11120 -3.12458 -0.68
S 1.05834 2.72417 -3.79190 0.59
C -1.84262 6.96431 -4.43917 -0.20
N -2.37934 7.64902 -5.19239 0.11
H -0.45568 5.73993 -0.21384 0.10
H -0.48649 4.77540 -5.02780 0.10
C -1.23817 -2.62672 1.75263 -0.04
C -1.52890 -3.34355 0.45248 -0.26
C -2.48102 -4.36316 0.43019 -0.06
C -2.80107 -5.03343 -0.74062 -0.11
C -2.15900 -4.68146 -1.91682 -0.10
C -1.19904 -3.67494 -1.90519 -0.09
C -0.85942 -3.01211 -0.72860 -0.30
P 0.29682 -1.55855 -0.79979 1.14
C 1.53565 -1.97168 0.52555 -0.30
C 1.93573 -0.86587 1.27984 -0.10
C 2.79685 -0.97445 2.36077 -0.09
C 3.26565 -2.22324 2.73408 -0.10
C 2.87040 -3.33375 2.01250 -0.07
C 2.01581 -3.23473 0.90560 -0.27
C 1.70136 -4.54560 0.21454 -0.06
C 1.18267 -1.71412 -2.36445 -0.36
C 2.30086 -2.54581 -2.57447 -0.13
C 3.05297 -2.47635 -3.72290 -0.14
C 2.71775 -1.50414 -4.69071 -0.11
C 1.62298 -0.70195 -4.52770 -0.06
C 0.74983 -0.82983 -3.40439 -0.39
C -0.46971 -0.08977 -3.27631 -0.25
H -2.10898 -2.63811 2.41121 0.07
H -0.96889 -1.58032 1.59051 0.06
H -0.40166 -3.08793 2.28744 0.08
H -2.99501 -4.60926 1.35399 0.10
H -3.55669 -5.81039 -0.73481 0.09
H -2.40241 -5.17830 -2.84849 0.09
H -0.69751 -3.39700 -2.82577 0.10
H 1.54575 0.11998 1.02836 0.10
H 3.08163 -0.08326 2.90589 0.10
H 3.93193 -2.33337 3.58202 0.09
H 3.23649 -4.31634 2.29525 0.10
H 1.13001 -5.20269 0.87758 0.09
H 2.63126 -5.06381 -0.03435 0.08
H 1.12958 -4.43598 -0.69749 0.05
H 2.59546 -3.23769 -1.79702 0.08
H 3.90862 -3.12658 -3.86108 0.08
H 3.32856 -1.39343 -5.58066 0.09
H 1.36365 0.03521 -5.27881 0.10
H -1.28130 -0.66124 -2.82562 0.04
H -0.77960 0.43480 -4.17169 0.04
C 4.92583 1.49459 -2.91175 -0.15
C 5.18544 0.12072 -2.25784 -0.14
C 4.07619 0.02433 -1.19830 -0.19
O 3.13251 1.04114 -1.53599 -0.24
C 3.93947 2.14699 -1.96047 -0.25
H 4.44943 1.37062 -3.88560 0.11
H 5.83130 2.09186 -3.04153 0.10
H 6.17247 0.07018 -1.79172 0.10
H 5.10623 -0.69141 -2.98020 0.08
H 4.46893 0.23960 -0.19702 0.12
H 3.55885 -0.92712 -1.17342 0.09
H 4.44470 2.56693 -1.08021 0.12
H 3.28285 2.89197 -2.39293 0.03
C -2.72764 -0.97070 5.33905 -0.06
C -3.22825 0.46846 5.15693 -0.57
C -4.63358 0.57267 5.74506 -0.08
C -2.31319 1.41601 5.94550 -0.06
C -3.19428 0.82030 3.66647 -0.19
C -4.34548 1.09533 2.93536 -0.05
C -4.29772 1.38890 1.55809 0.01
C -3.07246 1.39221 0.94876 -0.24
O -2.77098 1.61802 -0.35490 0.10
B -1.34439 1.46975 -0.53508 -0.43
O -0.85465 1.16386 0.83022 -0.01
C -1.91519 1.11769 1.66574 -0.24
C -1.94609 0.83575 3.00742 0.04
H -2.73171 -1.25384 6.39791 0.08
H -1.70985 -1.08741 4.96032 0.08
H -3.36417 -1.67012 4.79029 0.08
H -4.60133 0.34949 6.81560 0.08
H -5.32216 -0.13478 5.27751 0.08
H -5.04831 1.57547 5.62269 0.08
H -2.34111 1.17213 7.01344 0.08
H -2.62956 2.45423 5.81897 0.09
H -1.27667 1.34518 5.61070 0.07
H -5.31285 1.08781 3.41884 0.08
H -5.19907 1.60113 0.99699 0.11
H -1.01853 0.61478 3.52648 0.12
```

- Look up the net charge of the first one.
  0

- Look up the net charge of the third one.
  -2

- Which formula does entry 3 have?
  C43H42BN2O3PS2Ti

- What is the energy above the lowest of the compared OMol25 structures with the same formula, charge and spin in the first record?
  68.9 kcal/mol